Record 1
This record from the Open Molecules 2025 dataset describes a cluster of 8 separate species, H16O8 in total at a distorted geometry. The level of theory is the ωB97M-V functional and the def2-TZVPD basis.

SMILES string: O.O.O.O.O.O.O.O
E in eV: -16639.49446
Frontier orbital gap in eV: 10.329
E_HOMO in hartree: -0.3753
Energy relative to the best compared isomer or geometry (same formula, charge and spin) in kcal/mol: 58.0

Structure (ORCA input):
```
! RIJCOSX wB97M-V def2-TZVPD def2/J DEFGRID3
* xyz 0 1
O 0.872 1.059 -2.362
H 1.507 0.976 -1.672
H 0.099 0.941 -1.809
O -2.099 0.593 -2.383
H -2.065 1.322 -3.003
H -2.754 0.022 -2.761
O 3.008 1.169 -0.626
H 3.951 1.178 -0.941
H 2.845 0.296 -0.227
O 0.277 -2.365 2.184
H 0.259 -1.416 2.544
H -0.313 -2.956 2.646
O -0.539 -0.191 0.054
H 0.250 -0.725 0.044
H -0.816 -0.181 -0.842
O -2.526 -0.798 2.099
H -1.787 -0.672 1.510
H -2.365 -1.629 2.599
O -1.316 2.548 -0.623
H -1.807 1.842 -1.092
H -1.674 2.665 0.234
O 2.294 -1.084 1.122
H 2.993 -0.891 1.793
H 1.703 -1.711 1.519
*
```

The Mulliken scheme yields these atomic charges, measured in e: atom 1 (O): -0.667, atom 2 (H): 0.283, atom 3 (H): 0.341, atom 4 (O): -0.604, atom 5 (H): 0.312, atom 6 (H): 0.232, atom 7 (O): -0.684, atom 8 (H): 0.320, atom 9 (H): 0.367, atom 10 (O): -0.732, atom 11 (H): 0.333, atom 12 (H): 0.300, atom 13 (O): -0.650, atom 14 (H): 0.303, atom 15 (H): 0.307, atom 16 (O): -0.596, atom 17 (H): 0.404, atom 18 (H): 0.283, atom 19 (O): -0.604, atom 20 (H): 0.410, atom 21 (H): 0.312, atom 22 (O): -0.654, atom 23 (H): 0.286, atom 24 (H): 0.398



Record 2
This record from the Open Molecules 2025 dataset describes a structure of composition C25H31ClN4O6PTb at a distorted geometry. The level of theory is the ωB97M-V functional and the def2-TZVPD basis.

E in eV: -88921.93291
Frontier orbital gap (spin up / spin down) in eV: 8.254 / 8.502
E_HOMO (spin up / spin down) in hartree: -0.3119 / -0.3120
⟨S²⟩: 12.599
Energy relative to the best compared isomer or geometry (same formula, charge and spin) in kcal/mol: 47.2

Structure (ORCA input):
```
! RIJCOSX wB97M-V def2-TZVPD def2/J DEFGRID3
* xyz 0 7
Tb 0.799 0.115 -0.877
O 0.042 -6.122 -1.457
C -1.066 -5.538 -1.836
O -2.003 -6.219 -2.196
C -1.151 -4.048 -1.786
C -2.212 -3.322 -2.344
N -1.943 -1.993 -2.134
N -0.747 -1.824 -1.503
C -0.287 -3.028 -1.278
C 1.008 -3.072 -0.533
O 1.456 -4.184 -0.240
O 1.413 -1.924 -0.100
H 0.691 -5.433 -1.096
H -3.025 -3.663 -2.926
H -2.431 -1.203 -2.496
C 0.267 3.240 1.072
N -0.115 2.352 -0.052
C -0.894 2.813 -0.979
C -1.224 2.080 -2.204
C -2.173 2.374 -3.179
C -2.182 1.280 -4.104
C -1.207 0.398 -3.667
N -0.683 0.830 -2.481
C 1.689 3.160 1.309
C 2.584 3.182 0.238
C 3.913 2.973 0.380
C 4.461 3.013 1.648
C 3.601 3.085 2.777
C 2.237 3.071 2.585
H -0.431 3.035 1.907
H 0.072 4.253 0.705
H -1.282 3.824 -0.899
H -2.767 3.265 -3.245
H -2.684 1.146 -5.011
H -0.832 -0.472 -4.155
H 2.311 3.237 -0.830
H 4.591 2.923 -0.499
H 5.515 2.989 1.792
H 4.044 3.139 3.726
H 1.537 3.072 3.464
C -3.205 0.978 1.264
C -2.142 0.610 2.320
P -0.800 -0.475 1.692
C -1.619 -2.153 1.539
C -2.550 -2.567 2.652
C 0.449 -0.646 2.967
C 0.139 -0.872 4.440
H -3.975 1.608 1.653
H -3.631 0.100 0.818
H -2.705 1.438 0.402
H -2.736 0.133 3.133
H -1.641 1.404 2.753
H -0.835 -2.906 1.471
H -2.189 -2.192 0.580
H -2.038 -2.563 3.634
H -2.900 -3.603 2.445
H -3.443 -1.954 2.759
H 0.990 0.244 2.987
H 1.153 -1.399 2.578
H -0.549 -0.081 4.688
H 1.085 -0.839 5.003
H -0.291 -1.861 4.707
Cl 3.186 2.328 -4.532
C 3.618 0.735 -3.945
C 2.764 0.425 -2.704
O 2.213 -0.697 -2.603
O 2.680 1.260 -1.746
H 4.716 0.704 -3.724
H 3.365 0.035 -4.724
*
```

The Mulliken scheme yields these atomic charges, measured in e: atom 1 (Tb): 0.249, atom 2 (O): -0.543, atom 3 (C): 0.401, atom 4 (O): -0.623, atom 5 (C): 0.220, atom 6 (C): -0.871, atom 7 (N): -0.074, atom 8 (N): 0.768, atom 9 (C): -0.091, atom 10 (C): 0.808, atom 11 (O): -0.872, atom 12 (O): -0.479, atom 13 (H): 0.422, atom 14 (H): 0.583, atom 15 (H): 0.047, atom 16 (C): -1.410, atom 17 (N): 0.622, atom 18 (C): -0.731, atom 19 (C): 0.282, atom 20 (C): -0.897, atom 21 (C): -0.809, atom 22 (C): -0.896, atom 23 (N): 0.645, atom 24 (C): 0.761, atom 25 (C): -0.152, atom 26 (C): -0.653, atom 27 (C): -0.496, atom 28 (C): -0.833, atom 29 (C): -0.205, atom 30 (H): 0.225, atom 31 (H): 0.540, atom 32 (H): 0.379, atom 33 (H): 0.517, atom 34 (H): 0.533, atom 35 (H): 0.674, atom 36 (H): 0.339, atom 37 (H): 0.399, atom 38 (H): 0.443, atom 39 (H): 0.466, atom 40 (H): 0.289, atom 41 (C): -1.216, atom 42 (C): -1.041, atom 43 (P): 1.191, atom 44 (C): -0.078, atom 45 (C): -1.387, atom 46 (C): -0.657, atom 47 (C): -1.379, atom 48 (H): 0.467, atom 49 (H): 0.320, atom 50 (H): 0.055, atom 51 (H): 0.574, atom 52 (H): 0.652, atom 53 (H): 0.342, atom 54 (H): 0.019, atom 55 (H): 0.154, atom 56 (H): 0.461, atom 57 (H): 0.296, atom 58 (H): 0.229, atom 59 (H): 0.452, atom 60 (H): 0.289, atom 61 (H): 0.430, atom 62 (H): 0.266, atom 63 (Cl): -0.200, atom 64 (C): -0.512, atom 65 (C): 0.614, atom 66 (O): -0.575, atom 67 (O): -0.385, atom 68 (H): 0.315, atom 69 (H): 0.330



Record 3
This record from the Open Molecules 2025 dataset describes an isolated molecule of C15H19N3O at a distorted geometry. The level of theory is the ωB97M-V functional and the def2-TZVPD basis.

SMILES string: O=C(CCCc1ccccc1)NCCc1cnc[nH]1
E in eV: -22369.34232
Frontier orbital gap in eV: 9.134
E_HOMO in hartree: -0.3172
Energy relative to the best compared isomer or geometry (same formula, charge and spin) in kcal/mol: 316.3

Structure (ORCA input):
```
! RIJCOSX wB97M-V def2-TZVPD def2/J DEFGRID3
* xyz 0 1
O 1.311 -1.598 0.489
C 0.878 -0.342 0.380
N 1.699 0.643 0.493
H 1.543 1.643 0.381
C 3.297 0.660 0.922
H 3.450 -0.613 1.229
C 4.376 0.652 -0.167
C 3.879 0.087 -1.649
C 4.109 0.397 -2.964
N 3.628 -0.625 -3.645
C 3.165 -1.710 -3.065
N 3.361 -1.223 -1.762
H 2.975 -1.563 -0.712
H 2.709 -2.588 -3.262
H 4.514 1.344 -3.334
H 4.302 1.709 -0.477
H 5.276 0.524 0.174
H 3.598 1.025 1.774
C -0.533 0.092 -0.121
H -0.305 0.635 -0.893
H -0.771 0.713 0.735
C -1.194 -1.299 -0.422
H -0.906 -1.741 -1.303
H -1.215 -1.976 0.489
C -2.820 -0.553 -0.935
C -3.447 -0.018 0.525
C -3.462 1.452 0.726
C -4.185 1.893 1.578
C -4.382 1.081 2.824
C -4.332 -0.247 2.794
C -3.830 -0.810 1.488
H -3.630 -1.753 1.494
H -4.681 -0.860 3.538
H -4.852 1.707 3.724
H -4.150 3.046 1.778
H -3.331 1.838 -0.371
H -2.771 0.169 -1.606
H -3.270 -1.791 -0.851
*
```

The Mulliken scheme yields these atomic charges, measured in e: atom 1 (O): -0.773, atom 2 (C): 0.560, atom 3 (N): -0.163, atom 4 (H): 0.273, atom 5 (C): -1.092, atom 6 (H): 0.209, atom 7 (C): -0.799, atom 8 (C): 0.475, atom 9 (C): -0.668, atom 10 (N): -0.762, atom 11 (C): -0.080, atom 12 (N): -0.059, atom 13 (H): 0.313, atom 14 (H): 0.468, atom 15 (H): 0.376, atom 16 (H): 0.257, atom 17 (H): 0.583, atom 18 (H): 0.780, atom 19 (C): -0.754, atom 20 (H): 0.512, atom 21 (H): 0.352, atom 22 (C): -0.649, atom 23 (H): 0.473, atom 24 (H): 0.301, atom 25 (C): -1.233, atom 26 (C): 0.734, atom 27 (C): -0.431, atom 28 (C): -0.352, atom 29 (C): -0.260, atom 30 (C): -0.722, atom 31 (C): -0.424, atom 32 (H): 0.585, atom 33 (H): 0.484, atom 34 (H): 0.214, atom 35 (H): 0.226, atom 36 (H): 0.146, atom 37 (H): 0.644, atom 38 (H): 0.253



Record 4
This record from the Open Molecules 2025 dataset describes an isolated molecule of C11H13N3 at a distorted geometry. The level of theory is the ωB97M-V functional and the def2-TZVPD basis.

SMILES string: CN1[C@@H](C#N)CC[C@H]1c1cccnc1
E in eV: -16081.48015
Frontier orbital gap in eV: 9.496
E_HOMO in hartree: -0.3326
Energy relative to the best compared isomer or geometry (same formula, charge and spin) in kcal/mol: 146.4

Structure (ORCA input):
```
! RIJCOSX wB97M-V def2-TZVPD def2/J DEFGRID3
* xyz 0 1
C -1.091 -1.849 -0.697
C -2.452 0.449 -0.447
C -1.854 1.924 0.026
C -0.208 1.695 0.155
C -0.062 0.406 -0.713
C 1.223 -0.145 -0.291
C 2.281 -0.086 -1.093
C 3.653 -0.114 -0.713
C 3.667 -0.070 0.763
C 1.306 -0.394 0.986
C -3.421 -0.343 0.364
H -0.393 -2.532 -0.445
H -2.025 -2.414 -0.436
H -0.934 -1.814 -1.815
H -2.945 0.468 -1.372
H -2.132 1.898 0.998
H -2.380 2.662 -0.628
H 0.024 2.851 -0.135
H 0.365 1.257 1.201
H -0.186 0.474 -1.969
H 1.953 0.329 -2.153
H 4.442 -0.197 -1.589
H 4.507 -0.355 1.427
H 0.483 -0.558 1.657
N -1.105 -0.383 -0.291
N 2.601 -0.237 1.516
N -4.215 -0.939 0.950
*
```

The Mulliken scheme yields these atomic charges, measured in e: atom 1 (C): -1.101, atom 2 (C): 0.059, atom 3 (C): -0.765, atom 4 (C): -0.497, atom 5 (C): -0.258, atom 6 (C): 0.755, atom 7 (C): -0.292, atom 8 (C): -0.449, atom 9 (C): -0.320, atom 10 (C): -0.871, atom 11 (C): -0.025, atom 12 (H): 0.364, atom 13 (H): 0.323, atom 14 (H): 0.364, atom 15 (H): 0.346, atom 16 (H): 0.451, atom 17 (H): 0.340, atom 18 (H): 0.230, atom 19 (H): 0.389, atom 20 (H): 0.289, atom 21 (H): 0.192, atom 22 (H): 0.301, atom 23 (H): 0.346, atom 24 (H): 0.632, atom 25 (N): 0.230, atom 26 (N): -0.567, atom 27 (N): -0.469